# 1
{
  "formula": "C7H3F9O3",
  "method": "ωB97M-V with the def2-TZVPD basis set",
  "species": ["F", "H", "H", "F", "F", "O", "F", "C", "F", "H", "C", "O", "F", "F", "C", "C", "C", "F", "F", "O", "C", "C"],
  "coordinates": [[0.498030, -0.683035, 2.001193], [-1.852416, -3.576575, -2.317416], [-2.813605, -2.245335, -2.759039], [-1.460808, 0.192534, 0.135474], [1.369552, 1.597309, -1.474004], [-0.818700, 0.007023, -3.183733], [0.878528, -0.536867, 4.819358], [0.775673, 0.816739, -0.489059], [2.459843, 1.019518, 4.392503], [-1.342891, -2.530018, -3.613418], [1.507331, 0.189863, 3.933480], [-1.189386, -1.703979, -1.655014], [1.459044, 2.998553, 0.656513], [-0.246027, 2.041640, 1.393595], [-0.935753, -0.413896, -2.023901], [0.974402, 1.728708, 0.834709], [-1.812873, -2.537965, -2.631130], [-1.275184, 1.922020, -1.152765], [1.397783, -0.403896, -0.373604], [1.860020, 1.227093, 1.849066], [1.334586, 0.235259, 2.586610], [-0.767151, 0.655306, -0.929417]],
  "forces_ev_per_angstrom": [[0.8, 1.3, 0.4], [0.5, 0.2, 0.6], [-1.4, 0.7, -0.1], [0.1, -0.1, 0.2], [-0.4, -1.6, 0.8], [-0.5, -1.5, 2.8], [0.5, -0.1, -0.2], [0.4, 1.5, -0.7], [-0.9, -0.6, 0.7], [0.3, 0.4, 0.2], [0.7, 1.3, -2.6], [0.4, 2.0, 0.4], [0.3, -1.8, -1.3], [0.7, -1.3, -0.3], [0.1, 0.7, -4.1], [-0.3, 2.2, 2.4], [0.6, -0.7, -0.9], [0.9, -1.9, -0.8], [-0.8, 1.9, -0.4], [-0.9, -0.5, -2.2], [-1.4, -1.8, 2.7], [0.3, -0.1, 2.4]],
  "smiles": "COC(=O)C(F)(F)C(F)(F)C(F)(F)OC(F)=C(F)F",
  "homo_energy_ha": -0.355,
  "charge": 0,
  "de_lowest_ev": 0.622,
  "lumo_ev": 0.224
}



# 2
{
  "formula": "C4H8O3S",
  "method": "ωB97M-V with the def2-TZVPD basis set",
  "species": ["H", "C", "O", "C", "O", "H", "H", "C", "H", "H", "C", "O", "S", "H", "H", "H"],
  "coordinates": [[-0.887784, -2.260960, -1.185832], [-0.355360, 0.458791, 0.505406], [-0.324586, -1.603622, -0.752684], [-1.143181, -0.792417, 0.057078], [0.619133, 0.182092, 1.525008], [-1.541449, -1.295549, 0.908548], [-0.359791, 2.095269, -2.171278], [0.262803, 1.229209, -0.597629], [-1.102602, 1.118283, 0.995610], [0.812370, 2.049795, -0.184600], [1.600849, -0.692680, 1.276499], [-0.741764, 1.625516, -1.425371], [2.732322, -1.055471, 2.375392], [-2.033080, -0.479343, -0.562559], [1.452460, -1.230254, 0.390841], [1.009660, 0.651340, -1.154430]],
  "forces_ev_per_angstrom": [[0.3, 0.2, 0.1], [-1.3, -0.8, 0.8], [0.0, -0.7, -0.2], [-0.6, 1.4, -1.4], [0.1, 0.2, 0.2], [0.0, -0.6, 0.9], [-0.2, 0.0, -0.1], [1.8, -0.7, -0.2], [0.5, -0.4, -0.1], [0.3, 0.8, 0.5], [-0.3, 0.3, 1.8], [-1.6, 0.8, -1.4], [-0.1, 0.2, -0.3], [0.8, 0.2, 0.7], [0.2, -0.6, -1.5], [0.0, -0.4, 0.2]],
  "smiles": "OCC(CO)OC=S",
  "homo_energy_ha": -0.316,
  "charge": 0,
  "de_lowest_ev": 1.803,
  "lumo_ev": 0.467
}



# 3
{
  "formula": "C3H2N2O2S",
  "method": "ωB97M-V with the def2-TZVPD basis set",
  "species": ["H", "H", "C", "N", "O", "C", "N", "S", "C", "O"],
  "coordinates": [[-2.839237, 1.348837, 0.038418], [-0.315265, -0.905572, -0.174911], [2.292837, -0.859001, -0.014429], [2.974729, -1.784415, 0.076034], [1.836763, 1.441623, -0.239408], [1.429039, 0.326432, -0.069710], [0.146312, -0.050153, 0.240660], [-2.556672, -1.046868, -0.114725], [-2.111805, 0.527486, 0.063443], [-0.856702, 1.001627, 0.194626]],
  "forces_ev_per_angstrom": [[0.6, -0.1, 0.2], [0.8, 0.7, 0.6], [0.7, -0.9, 0.0], [-0.5, 0.7, -0.1], [0.0, -0.3, 0.0], [-0.4, 0.9, 0.0], [-2.2, -0.2, -0.4], [0.3, 1.2, 0.1], [0.2, -1.1, -0.3], [0.6, -0.9, -0.1]],
  "smiles": "N#CC(=O)NOC=S",
  "homo_energy_ha": -0.375,
  "charge": 0,
  "de_lowest_ev": 3.924,
  "lumo_ev": -0.718
}



# 4
{
  "formula": "ClNO4S",
  "method": "ωB97M-V with the def2-TZVPD basis set",
  "species": ["N", "Cl", "O", "S", "O", "O", "O"],
  "coordinates": [[-0.729288, 0.268477, -0.415913], [2.299397, -1.463084, -0.639341], [0.552985, 0.744777, -0.502379], [1.548545, 0.045474, 0.638699], [-1.530446, 1.060624, -0.127996], [-0.854112, -0.879689, -0.642254], [0.652471, -0.475911, 1.648974]],
  "forces_ev_per_angstrom": [[-0.8, -1.2, -0.3], [-0.3, 0.2, 0.6], [2.0, 1.1, 0.0], [-0.1, -0.5, 0.3], [-1.5, 2.0, 0.5], [-0.1, -1.7, -0.5], [0.9, 0.0, -0.7]],
  "homo_energy_ha": -0.422,
  "charge": 0,
  "de_lowest_ev": 1.064,
  "lumo_ev": -0.701
}



# 5
{
  "formula": "C22H45MnNO23",
  "method": "ωB97M-V with the def2-TZVPD basis set",
  "species": ["H", "H", "O", "C", "H", "H", "C", "C", "O", "C", "H", "H", "H", "O", "H", "O", "O", "H", "C", "H", "H", "O", "H", "H", "C", "H", "H", "C", "H", "O", "C", "H", "C", "O", "O", "H", "H", "H", "H", "C", "C", "H", "H", "O", "C", "C", "C", "H", "H", "H", "C", "O", "H", "H", "H", "N", "H", "C", "O", "O", "O", "H", "H", "H", "O", "H", "C", "C", "O", "O", "O", "O", "H", "H", "H", "H", "O", "O", "H", "H", "C", "H", "O", "C", "Mn", "C", "O", "H", "C", "H", "H", "H"],
  "coordinates": [[1.688284, 3.008599, 5.967631], [-0.868042, -3.157295, -2.738232], [3.793697, -1.475788, -2.112244], [-5.056729, 0.535198, 0.418838], [-5.437012, 0.149874, 1.364889], [-1.605262, 0.925945, 3.565095], [-1.819082, -5.477288, 1.326216], [1.867920, -1.556495, 2.200086], [-1.283650, -4.467893, -1.165364], [3.643060, -0.579501, 3.640856], [1.247594, 4.744960, 1.971002], [-0.264637, 1.870746, -5.085162], [3.549892, 3.235673, -2.685094], [2.158941, -2.649851, 2.844527], [1.944822, 3.315807, 2.764667], [-3.334975, 0.442523, 2.473054], [2.011893, 3.390693, 0.658691], [-5.301009, 1.594747, 0.494782], [-2.582625, 0.446490, 3.619811], [-2.927272, -1.802184, -1.399885], [5.499133, -1.257418, -0.797445], [0.913374, 1.314225, 3.908206], [2.204007, -4.576124, 2.842012], [0.183852, 1.357657, -3.442632], [-1.212353, -3.597197, -0.174092], [3.621697, -2.960782, -4.113204], [-2.304569, -0.551458, 3.958761], [1.408791, -3.840320, 2.722324], [-3.969159, 2.873009, -3.504068], [-3.193758, 2.276186, -1.642514], [2.399300, -1.481033, -2.196754], [1.015224, -4.036535, 1.724980], [-2.759641, 0.167545, 1.315486], [1.165967, 0.394644, 5.887795], [-1.040797, -0.262619, -2.032237], [4.638041, -0.805888, 3.257630], [4.218633, 0.085938, -0.762489], [-1.826921, 5.803425, -0.592104], [-4.180013, -0.722394, -2.049906], [3.572645, 3.192954, -1.596166], [-2.079588, 3.035196, -1.396961], [4.000056, -1.394734, 0.040758], [-1.285147, 6.217457, -2.200796], [-2.274532, 4.332168, -1.856213], [-0.111669, 1.010970, -4.432868], [-3.525823, -1.563601, -2.279047], [-4.242847, 2.655539, -2.471645], [-0.976355, -4.868039, -3.130686], [-0.360499, 5.119225, -1.198716], [3.078432, 1.973866, 6.095180], [2.781182, -2.355217, -4.452206], [2.681929, 2.229418, -1.146719], [-4.803265, 3.464188, -2.002482], [-4.086751, -2.455994, -2.556709], [-2.891959, -5.544184, 1.506661], [1.315748, 1.277161, 5.060593], [0.310102, 3.270108, 2.085533], [1.318511, 3.657698, 1.940691], [-1.539161, 0.070524, 1.069809], [1.703435, -0.934373, -1.325214], [-3.628681, 0.279989, 0.284351], [0.755322, 0.567128, -4.922197], [-3.049426, 0.941932, 4.471116], [-1.338311, -6.208904, 0.676828], [0.936840, -1.405514, 1.397505], [-5.768759, 0.037538, -0.239528], [-1.373553, 5.392315, -1.494080], [-0.630714, -4.158594, -2.378811], [1.945242, -1.951637, -3.392736], [-1.557951, -4.125938, 0.997332], [1.196363, 1.335334, 0.406061], [-2.705524, -1.137983, -3.355814], [3.228373, -1.558613, -5.046801], [3.163031, 4.192411, -1.449876], [0.760064, -4.138112, 3.546076], [2.158525, -3.001815, -5.070515], [-0.792875, -2.437123, -0.335154], [-1.201628, 0.084333, -4.281372], [2.724556, 2.736167, 4.472358], [-5.007164, 1.883406, -2.559558], [2.318915, 2.326496, 5.397415], [-1.459509, -5.612981, 2.346215], [2.636392, -0.529646, 2.588327], [-1.580738, -0.310172, -3.137575], [0.010822, -0.318594, -0.212727], [4.448168, -0.975153, -0.859933], [-1.141775, 2.600563, -0.785075], [3.518592, -1.326825, 4.424517], [1.936155, 2.249180, 0.028400], [0.457058, -4.120186, -2.320667], [4.631714, 3.162195, -1.340191], [3.619415, 0.462653, 3.959395]],
  "forces_ev_per_angstrom": [[0.4, 0.6, -0.2], [-0.5, 0.0, 0.2], [-1.6, -0.4, 0.6], [-0.6, 0.0, 2.3], [0.5, -0.1, 0.3], [0.0, 0.3, -0.8], [-0.4, -0.5, 0.9], [-1.1, 1.5, 0.1], [-0.1, -0.5, 0.5], [0.2, 0.1, -0.4], [0.2, -0.1, -0.1], [-1.3, -0.2, 0.2], [-0.1, -1.0, -0.2], [0.0, 0.3, 0.5], [0.0, -0.1, -0.4], [-0.5, -0.4, -1.7], [0.0, 0.3, 0.5], [0.6, 0.1, -0.5], [2.5, -0.3, 2.8], [0.0, 0.1, 0.0], [-0.2, 0.2, -0.9], [-0.9, -0.3, 0.7], [0.0, -0.3, -0.2], [0.1, 0.0, -0.1], [1.1, 0.6, -0.2], [-0.1, 0.0, 0.3], [-0.4, -0.3, -0.2], [1.2, -2.3, -0.5], [0.4, 0.3, 0.2], [2.4, -0.5, 0.6], [2.0, 1.7, 0.0], [-0.4, 0.6, 0.2], [0.1, 2.0, -1.7], [-0.9, 0.5, -0.8], [-0.6, 1.1, -1.8], [-0.1, 0.2, -0.6], [0.5, 0.1, -0.4], [0.1, 0.3, 0.0], [-0.2, -0.3, 0.2], [0.0, 2.9, -1.3], [-1.6, 1.5, -0.5], [-0.4, -0.5, -0.3], [-0.5, -0.6, -0.6], [0.6, -1.8, -0.3], [1.4, 0.4, 0.6], [0.3, 0.5, 0.8], [-1.7, 1.1, -0.7], [0.2, -0.1, 0.3], [-0.1, -0.7, -0.3], [-0.2, -0.4, -0.3], [1.2, -1.3, -0.7], [-1.9, -2.5, 2.2], [0.2, 0.5, -0.3], [0.1, 0.3, -0.4], [-0.1, -0.5, -0.9], [2.4, -1.0, -0.3], [0.2, -0.5, -0.8], [0.4, 0.4, -0.1], [-3.0, -0.2, 1.6], [1.4, -1.9, -2.3], [0.2, -0.8, 0.1], [-0.2, -0.8, 0.3], [-0.8, 0.0, -0.6], [-0.5, 0.2, -0.2], [1.9, -0.6, 1.4], [1.2, -0.1, -1.0], [0.0, 0.4, 1.7], [0.1, 0.9, -1.4], [-0.5, 1.3, 3.1], [0.6, 2.4, -0.5], [1.6, 1.1, -1.1], [2.0, 1.5, -0.6], [-0.5, 0.4, 0.3], [0.3, 0.1, 0.9], [-0.5, 1.2, -0.1], [0.0, 0.3, -0.1], [-1.3, -2.4, 0.7], [0.6, 1.5, -2.0], [-0.2, 0.0, 0.4], [0.5, -0.7, 0.4], [-0.7, 0.6, 0.8], [0.6, 0.1, -0.1], [-0.2, -0.8, -0.7], [-2.2, -3.9, 2.4], [0.0, -0.3, 0.0], [-1.6, 0.0, 0.1], [-0.2, 0.4, -0.4], [-0.8, 0.3, 0.0], [-0.4, 0.2, -0.6], [0.0, -0.6, 0.5], [-0.3, -0.6, 0.8], [0.2, -0.4, 0.5]],
  "spin_multiplicity": 6,
  "homo_energy_ha": [-0.531, -0.568],
  "charge": 2,
  "s2": 8.75,
  "lumo_ev": [-4.147, -4.148]
}



# 6
{
  "formula": "C3H9NO2",
  "method": "ωB97M-V with the def2-TZVPD basis set",
  "species": ["H", "H", "H", "H", "H", "C", "H", "O", "N", "O", "H", "C", "H", "H", "C"],
  "coordinates": [[-1.728240, 1.606103, 1.364124], [1.432532, 0.864864, -0.667343], [-0.510302, 0.576470, -1.826484], [-1.540964, 0.901012, 2.961896], [-0.760247, -1.002788, -2.559801], [-0.416372, -0.493921, -1.657349], [-1.648339, -0.189148, 1.601080], [1.304019, -2.147296, -1.483710], [1.835123, -0.027840, -0.905396], [0.131922, 0.902866, 1.695568], [2.678972, -0.271006, -0.413603], [0.965461, -0.988288, -1.348639], [-1.084231, -0.747193, -0.853491], [0.605754, 0.228767, 2.184141], [-1.265081, 0.787401, 1.909009]],
  "forces_ev_per_angstrom": [[-0.1, -0.2, -0.2], [0.1, -0.1, 0.1], [0.3, 0.1, 0.1], [0.1, 0.1, 0.1], [0.0, 0.0, 0.1], [-0.3, 0.0, -0.9], [-0.1, 0.1, -0.3], [-0.2, 0.0, 0.0], [-0.4, 0.5, 0.0], [0.0, 0.3, -0.2], [0.0, -0.3, -0.2], [0.9, 0.0, 0.3], [-0.2, -0.2, 0.4], [-0.1, -0.2, 0.1], [0.0, -0.1, 0.5]],
  "smiles": "CC(N)=O.CO",
  "homo_energy_ha": -0.356,
  "charge": 0,
  "de_lowest_ev": 0.837,
  "lumo_ev": 0.662
}



no.,energy (eV)
1,-37904.292
2,-21253.915
3,-21050.809
4,-33032.685
5,-103429.980
6,-8842.118